(1)
{"formula": "C18H17ClO3", "method": "ωB97M-V/def2-TZVPD", "relative_energy_ev": 0.000, "molar_mass_g_mol": 316.784, "smiles": "CCc1ccc([C@@H](CC(=O)c2ccc(Cl)cc2)C(=O)O)cc1", "e_homo_ev": -9.372, "homo_lumo_gap_ev": 9.46, "fmax_ev_per_a": 0.6, "symbols": ["C", "C", "C", "C", "C", "C", "C", "C", "C", "O", "C", "C", "C", "C", "Cl", "C", "C", "C", "O", "O", "C", "C", "H", "H", "H", "H", "H", "H", "H", "H", "H", "H", "H", "H", "H", "H", "H", "H", "H"], "coordinates": [[2.14035, -4.09856, -2.34003], [2.67964, -2.76251, -1.82387], [1.54570, -1.86261, -1.42861], [0.91461, -1.06409, -2.37604], [-0.16357, -0.27252, -2.03251], [-0.63904, -0.25835, -0.72518], [-1.84322, 0.58270, -0.37293], [-1.67178, 2.07863, -0.69134], [-1.67935, 2.92914, 0.56226], [-2.45394, 3.84350, 0.71360], [-0.70878, 2.55483, 1.62722], [-1.05227, 2.84305, 2.94856], [-0.21031, 2.51012, 3.99010], [1.00175, 1.89565, 3.70881], [2.06339, 1.47006, 5.00098], [1.37426, 1.62560, 2.39985], [0.51953, 1.95221, 1.36431], [-3.03479, -0.00575, -1.14394], [-3.69175, 0.59070, -1.94185], [-3.28212, -1.29233, -0.85509], [-0.01663, -1.06045, 0.22317], [1.06603, -1.84849, -0.12594], [1.56066, -4.59769, -1.56669], [2.95944, -4.74992, -2.63472], [1.49554, -3.93978, -3.20137], [3.27261, -2.28810, -2.60818], [3.32862, -2.94330, -0.96502], [1.27115, -1.06601, -3.39568], [-0.65052, 0.33366, -2.78227], [-2.06696, 0.46017, 0.69497], [-0.73871, 2.25194, -1.22959], [-2.49713, 2.40542, -1.32950], [-1.99782, 3.32777, 3.14065], [-0.48414, 2.72540, 5.01085], [2.32662, 1.16239, 2.19530], [0.82858, 1.75079, 0.35105], [-2.64003, -1.66445, -0.23372], [-0.36800, -1.05788, 1.24661], [1.54241, -2.46096, 0.62577]], "forces_ev_per_angstrom": [[0.2, 0.1, 0.0], [-0.1, -0.2, -0.1], [0.1, 0.1, 0.1], [0.0, 0.0, 0.0], [0.0, 0.0, 0.1], [0.1, -0.2, 0.2], [-0.1, 0.1, -0.2], [-0.4, 0.2, -0.1], [0.0, -0.1, -0.3], [0.0, 0.0, 0.0], [0.2, 0.1, 0.5], [0.0, -0.1, -0.2], [0.1, 0.0, 0.0], [-0.1, 0.1, -0.3], [0.1, -0.1, 0.1], [0.1, 0.0, 0.2], [-0.3, 0.2, 0.0], [0.4, 0.2, 0.4], [-0.2, -0.1, -0.1], [-0.4, -0.4, -0.1], [-0.1, 0.1, -0.1], [0.0, -0.1, -0.1], [-0.1, -0.1, 0.0], [0.0, -0.1, -0.1], [-0.1, 0.0, -0.1], [0.1, 0.0, 0.1], [0.1, 0.1, 0.0], [0.1, 0.0, -0.1], [-0.1, 0.1, -0.1], [0.0, -0.1, -0.1], [0.0, 0.0, 0.0], [0.2, 0.0, 0.1], [-0.1, 0.0, 0.0], [0.0, 0.0, 0.1], [0.1, 0.0, 0.0], [0.0, -0.1, -0.1], [0.1, 0.2, -0.1], [0.0, 0.0, 0.1], [0.1, -0.1, 0.1]], "mulliken_charge": [-1.1102, -1.0835, 0.9647, -0.9054, -0.3202, -0.5552, 0.2454, -1.1009, 0.1949, -0.5878, 0.2652, -0.5831, -0.6666, 0.4459, -0.2169, -0.9257, 0.1515, 0.4235, -0.5719, -0.5267, 0.1460, -0.7819, 0.3157, 0.3792, 0.3347, 0.3616, 0.3628, 0.4044, 0.4970, 0.4270, 0.5354, 0.4136, 0.4580, 0.4293, 0.4487, 0.4284, 0.4445, 0.4429, 0.4158]}


(2)
{"formula": "C18H17CoN4O7S", "method": "ωB97M-V/def2-TZVPD", "relative_energy_ev": 0.087, "molar_mass_g_mol": 492.355, "e_homo_ev": [-8.260, -8.257], "homo_lumo_gap_ev": [6.72, 6.67], "fmax_ev_per_a": 0.8, "symbols": ["Co", "O", "C", "O", "C", "C", "C", "C", "C", "O", "C", "C", "O", "O", "H", "H", "H", "H", "H", "H", "H", "H", "N", "C", "C", "C", "C", "C", "C", "S", "O", "O", "N", "C", "N", "C", "C", "C", "N", "H", "H", "H", "H", "H", "H", "H", "H", "H"], "coordinates": [[0.90201, 0.07063, 1.34810], [1.67409, 3.44147, 2.76419], [1.12597, 2.37209, 2.73211], [1.76286, 1.23696, 2.44095], [-0.34883, 2.17909, 3.09299], [-0.55242, 0.79140, 3.70032], [-1.93368, 0.60594, 4.30764], [-2.83748, 0.50904, 3.05549], [-1.83540, 0.67472, 1.92949], [-0.64675, -0.02276, 2.47520], [-1.29777, 2.11090, 1.84034], [-0.60673, 2.26984, 0.49475], [-0.90130, 3.11120, -0.31575], [0.30711, 1.34596, 0.21695], [-0.63391, 2.98719, 3.76269], [0.27615, 0.43088, 4.30032], [-2.18351, 1.44078, 4.96044], [-1.97283, -0.31006, 4.89369], [-3.59822, 1.28639, 3.01306], [-3.32719, -0.45994, 2.98974], [-2.10367, 0.20536, 0.99092], [-2.09876, 2.84320, 1.90093], [-0.76434, 0.42456, -5.94041], [-0.74480, -0.16763, -4.69846], [-1.29575, 0.49129, -3.59272], [-1.31180, -0.11511, -2.35662], [-0.76975, -1.38695, -2.19865], [-0.21455, -2.05139, -3.28657], [-0.20590, -1.44651, -4.52807], [-0.73129, -2.14385, -0.62756], [-1.90393, -1.76172, 0.10949], [-0.40667, -3.52784, -0.78729], [0.51879, -1.40133, 0.15082], [1.81544, -1.59952, -0.18101], [2.53898, -0.77040, 0.61969], [3.86384, -0.79693, 0.56276], [4.48689, -1.64900, -0.32526], [3.65977, -2.38374, -1.17379], [2.33294, -2.36623, -1.13619], [-0.93188, 1.41285, -5.99112], [-0.16591, 0.05180, -6.65474], [-1.70181, 1.48884, -3.70650], [-1.73091, 0.41352, -1.51115], [0.21157, -3.03430, -3.14510], [0.22280, -1.96381, -5.37811], [4.39888, -0.11706, 1.21358], [5.56186, -1.71072, -0.38678], [4.09777, -3.00907, -1.94483]], "forces_ev_per_angstrom": [[0.2, -0.7, 0.4], [-0.2, 0.1, 0.1], [0.4, -0.4, 0.0], [0.0, 0.4, 0.1], [0.0, 0.1, -0.1], [0.1, 0.0, 0.0], [0.0, 0.0, 0.0], [0.0, 0.0, 0.0], [0.0, 0.0, 0.0], [-0.4, 0.2, 0.0], [0.0, 0.0, 0.1], [0.4, -0.3, -0.1], [-0.2, 0.1, 0.1], [-0.1, 0.3, -0.3], [0.0, 0.0, 0.0], [0.0, 0.0, 0.0], [0.0, 0.0, 0.0], [0.0, 0.0, 0.0], [0.0, 0.0, 0.0], [0.0, 0.0, 0.0], [0.0, 0.0, 0.0], [0.0, 0.0, 0.0], [-0.1, 0.0, -0.1], [0.0, 0.0, 0.0], [0.0, 0.0, 0.0], [0.1, 0.0, 0.1], [0.0, -0.1, -0.2], [0.0, 0.1, 0.0], [0.0, 0.0, 0.0], [0.1, 0.0, 0.1], [0.0, 0.1, 0.0], [-0.1, 0.0, 0.0], [-0.1, -0.5, 0.0], [0.0, 0.3, -0.1], [0.0, 0.1, -0.2], [-0.1, 0.2, -0.1], [0.0, 0.0, 0.0], [0.1, 0.0, 0.0], [-0.1, 0.0, 0.2], [0.0, 0.0, 0.0], [0.0, 0.0, 0.0], [0.0, 0.0, 0.0], [0.0, 0.0, 0.0], [0.0, 0.0, 0.0], [0.0, 0.0, 0.0], [0.0, 0.0, 0.0], [0.0, 0.0, 0.0], [0.0, 0.0, 0.0]], "mulliken_charge": [-0.3440, -0.6330, 0.1872, -0.5086, -0.2413, 0.0715, -0.9750, -1.0587, -0.1643, -0.3190, 0.3620, 0.1092, -0.6859, -0.2129, 0.5155, 0.6851, 0.3609, 0.3692, 0.3892, 0.3529, 0.5753, 0.6180, -0.5322, 1.1592, -1.0627, -0.0305, -0.2763, -0.3416, -0.7624, 1.3388, -0.7202, -0.7018, 0.0449, 0.8203, -0.2997, 0.1559, -0.8756, -0.1124, -0.3874, 0.2111, 0.2054, 0.3162, 0.2808, 0.4814, 0.2843, 0.5505, 0.3821, 0.4188]}


(3)
{"formula": "C18H17F3N4O6S", "method": "ωB97M-V/def2-TZVPD", "relative_energy_ev": 0.000, "molar_mass_g_mol": 474.417, "smiles": "Cc1ccc(S(=O)(=O)N2CCN(c3c([N+](=O)[O-])cc(C(F)(F)F)cc3[N+](=O)[O-])CC2)cc1", "e_homo_ev": -9.270, "homo_lumo_gap_ev": 8.17, "fmax_ev_per_a": 1.2, "symbols": ["C", "C", "C", "C", "C", "S", "O", "O", "N", "C", "C", "N", "C", "C", "N", "O", "O", "C", "C", "C", "F", "F", "F", "C", "C", "N", "O", "O", "C", "C", "C", "C", "H", "H", "H", "H", "H", "H", "H", "H", "H", "H", "H", "H", "H", "H", "H", "H", "H"], "coordinates": [[2.34530, 3.30358, -0.85784], [1.01721, 2.61981, -0.79054], [0.68540, 1.59893, -1.67668], [-0.57899, 1.03483, -1.66035], [-1.51218, 1.48891, -0.74854], [-3.19844, 0.88905, -0.82403], [-4.02228, 1.80516, -0.10013], [-3.51697, 0.55373, -2.17938], [-3.24016, -0.55261, 0.02080], [-3.06826, -1.80030, -0.65982], [-1.62033, -2.33911, -0.56556], [-0.98884, -1.85073, 0.64692], [0.29373, -1.45164, 0.65562], [0.85204, -0.39860, 1.44701], [0.25899, 0.17283, 2.63259], [0.23605, 1.38009, 2.70742], [-0.11661, -0.58605, 3.50202], [2.07710, 0.17070, 1.14217], [2.86825, -0.31380, 0.11316], [4.21941, 0.26642, -0.19410], [5.20222, -0.62610, 0.00491], [4.51172, 1.33468, 0.55351], [4.31861, 0.65088, -1.47777], [2.44097, -1.43301, -0.58021], [1.21327, -2.00143, -0.29610], [1.00386, -3.30109, -0.88460], [1.54866, -3.53303, -1.94026], [0.33787, -4.09960, -0.25737], [-1.95628, -1.71569, 1.71444], [-2.89356, -0.53703, 1.42289], [-1.19578, 2.48476, 0.15688], [0.06888, 3.04164, 0.13812], [2.81760, 3.33486, 0.12177], [2.20727, 4.33345, -1.18506], [3.01035, 2.81112, -1.56079], [1.41158, 1.26544, -2.40346], [-0.86717, 0.28424, -2.37985], [-3.77442, -2.52980, -0.24974], [-3.33013, -1.62027, -1.70254], [-1.04111, -1.99788, -1.42760], [-1.64705, -3.43690, -0.57458], [2.41832, 0.99947, 1.74545], [3.07048, -1.90509, -1.32136], [-1.47996, -1.61633, 2.68735], [-2.53577, -2.64314, 1.72508], [-3.79424, -0.61824, 2.04222], [-2.41928, 0.42244, 1.64389], [-1.95487, 2.83515, 0.83765], [0.31755, 3.82529, 0.83639]], "forces_ev_per_angstrom": [[0.0, 0.1, 0.0], [-0.2, 0.1, 0.1], [-0.1, 0.0, 0.0], [0.1, -0.1, -0.2], [-0.7, -0.1, 0.0], [0.0, -0.7, 0.3], [0.2, 0.2, 0.3], [0.3, -0.1, -0.1], [0.0, 1.1, -0.6], [0.2, -0.3, -0.4], [-0.4, -0.3, -0.3], [-0.1, 0.0, 0.1], [0.3, 0.1, 0.0], [0.8, -0.3, -0.8], [-0.2, 0.1, 0.0], [-0.1, 0.3, 0.3], [0.1, -0.1, 0.5], [0.1, -0.2, -0.1], [-0.1, -0.1, 0.1], [0.0, -0.1, 0.0], [0.1, -0.2, 0.0], [-0.1, 0.2, 0.3], [-0.1, 0.0, -0.3], [0.0, 0.2, 0.1], [0.3, 0.9, 0.5], [-0.2, -0.3, 0.1], [0.1, -0.2, -0.4], [0.2, -0.4, 0.1], [-0.3, 0.2, 0.4], [-0.1, 0.1, 0.4], [-0.1, 0.1, 0.1], [0.0, -0.1, -0.2], [0.1, 0.0, 0.0], [0.0, 0.1, 0.0], [0.1, 0.0, 0.0], [0.1, 0.0, -0.1], [0.0, -0.1, -0.2], [0.0, 0.1, -0.1], [0.0, -0.3, 0.1], [0.0, 0.0, 0.1], [0.0, 0.2, -0.1], [0.0, 0.0, 0.0], [0.0, 0.0, 0.0], [-0.2, -0.1, -0.3], [0.0, 0.0, 0.0], [0.1, 0.0, 0.0], [0.1, -0.1, 0.2], [-0.1, 0.1, 0.1], [0.0, 0.1, 0.1]], "mulliken_charge": [-1.7512, 0.6896, -0.6075, -0.4779, -0.1038, 1.4344, -0.7181, -0.7493, 0.1343, -1.1244, -0.7310, 0.1856, 1.0300, 0.5499, 1.2020, -0.5900, -0.6909, -0.6057, -0.1632, 0.6974, -0.2760, -0.2877, -0.2390, -1.1094, -0.5802, 1.1952, -0.6800, -0.6192, -1.4539, -0.4059, -0.4728, -0.4748, 0.3370, 0.4832, 0.3323, 0.3793, 0.6003, 0.3409, 0.4259, 0.5363, 0.4418, 0.5253, 0.6193, 0.7327, 0.4336, 0.3601, 0.3066, 0.5035, 0.4352]}


Q: What is the formula in the third record?
A: C18H17F3N4O6S